P:
Computed, not measured: a cluster of 2 separate species, C3H4O3S in total, with the ωB97M-V functional and the def2-TZVPD basis.

orbital gap	8.74	eV
SMILES string	O=S1#CO1.CC=O
HOMO	-8.9	eV

Atoms and positions in Å:
O: 2.2299 0.4228 -1.6751
S: 2.2752 0.5400 -0.2043
C: 2.0527 -1.1038 0.5934
O: 3.2297 -0.8226 0.6944
C: -1.7932 -0.2635 0.3823
C: -0.8360 0.7054 -0.1768
O: 0.0701 1.3265 0.3985
H: -2.9382 -0.0572 0.1503
H: -1.5546 -0.7016 1.2988
H: -1.6645 -1.1867 -0.2587
H: -1.0711 1.1407 -1.2029


Q:
Computed, not measured: a cluster of 3 separate species, C3H4O3S in total, with the ωB97M-V functional and the def2-TZVPD basis.

orbital gap	9.56	eV
HOMO	-10.4	eV

Atoms and positions in Å:
C: -0.0086 -1.7961 0.3547
C: 0.5221 -2.8891 0.3789
C: -1.7015 2.0549 -0.4647
O: 2.8118 -0.5263 -0.2907
O: 1.0503 1.2301 -0.0653
O: -1.7801 0.9927 0.0928
S: 1.7927 0.1246 0.4877
H: -0.5437 -0.8462 0.4853
H: 1.2592 -3.6567 0.1646
H: -1.0604 2.8147 0.0238
H: -2.3419 2.4973 -1.1671


Stability comparison, relative energies in eV: P 0.898; Q 0.000


P:
Computed, not measured: the molecule C6H9B, with the ωB97M-V functional and the def2-TZVPD basis.

orbital gap	9.20	eV
SMILES string	CBC1C=CC=C1
HOMO	-8.5	eV

Atoms and positions in Å:
C: 2.1888 -0.0673 0.6415
B: 1.4863 0.3594 -0.7219
C: -0.0876 -0.0212 -0.8636
C: -0.8050 1.0744 -0.0092
C: -1.8656 0.5415 0.6631
C: -1.9807 -0.8228 0.3222
C: -0.9867 -1.2021 -0.4803
H: 1.5077 -0.6059 1.2602
H: 2.4921 0.8172 1.1606
H: 3.2077 -0.5687 0.5208
H: 2.1576 0.9291 -1.5235
H: -0.2675 -0.0618 -1.9613
H: -0.7592 2.1767 -0.0167
H: -2.6422 1.1977 1.1871
H: -2.6759 -1.6058 0.7738
H: -0.9697 -2.1403 -0.9528


Q:
Computed, not measured: a cluster of 2 separate species, C6H9B in total, with the ωB97M-V functional and the def2-TZVPD basis.

orbital gap (alpha / beta)	8.56 / 6.29	eV
HOMO (alpha / beta)	-9.0 / -7.7	eV

Atoms and positions in Å:
B: 2.9557 1.4779 0.6338
C: -1.7321 -1.1452 1.0469
C: -1.5902 -1.0654 -0.4555
C: -0.0502 0.9257 0.2966
C: -0.8472 -0.1950 0.2379
C: 4.0998 2.2131 0.8175
C: -2.0971 -1.6991 -1.6514
H: -2.6901 -0.9677 1.5467
H: 0.3582 1.4892 1.1055
H: 0.3385 1.4985 -0.4815
H: 4.1853 2.7344 -0.1657
H: -1.2231 -1.9337 1.4813
H: 5.0182 2.2908 1.4123
H: -2.4700 -2.6349 -1.3971
H: -1.3731 -1.8863 -2.4976
H: -2.8825 -1.1022 -1.9296


Stability comparison, relative energies in eV: P 0.000; Q 6.586


P:
Computed, not measured: a cluster of 13 separate species, C26H78O26 in total, with the ωB97M-V functional and the def2-TZVPD basis.

orbital gap	9.89	eV
HOMO	-9.6	eV

Atoms and positions in Å:
C: -6.4899 -1.3893 0.9198
C: -5.5571 -0.2568 0.4659
O: -4.1829 -0.5905 0.5983
O: -6.4406 -2.5617 0.0958
H: -7.4822 -0.9639 1.0695
H: -6.1505 -1.7340 1.8966
H: -5.7594 0.6514 1.0338
H: -5.8189 -0.1935 -0.5903
H: -4.0665 -1.4163 0.1228
H: -5.5511 -2.9214 0.0667
C: -4.2748 -2.9395 -2.7161
C: -5.6119 -2.2371 -3.1925
O: -6.7438 -2.7441 -2.6137
O: -3.8081 -2.3752 -1.5242
H: -3.5226 -2.7926 -3.4911
H: -4.4564 -4.0094 -2.8182
H: -5.5781 -2.3029 -4.2800
H: -5.5761 -1.1888 -2.8962
H: -6.7386 -2.5373 -1.6762
H: -3.0833 -2.9462 -1.2591
C: -0.3906 4.7725 -0.1652
C: 0.7104 5.8035 -0.3604
O: 0.3806 6.7539 -1.3610
O: -1.4808 5.4260 0.4554
H: -0.0687 4.0378 0.5728
H: -0.8114 4.2660 -1.0338
H: 1.6911 5.3781 -0.5736
H: 0.9111 6.2844 0.5970
H: 1.0450 7.4426 -1.2842
H: -1.7949 6.0488 -0.2043
C: 2.5874 3.3752 2.7446
C: 3.2460 4.6815 3.1396
O: 4.1107 5.0822 2.0878
O: 3.6563 2.4230 2.7126
H: 2.0071 3.4328 1.8237
H: 1.8464 3.1544 3.5129
H: 3.8470 4.6038 4.0457
H: 2.5166 5.4830 3.2564
H: 4.9244 4.5729 2.0774
H: 3.2958 1.5333 2.7179
C: 2.9291 -5.3294 2.9742
C: 2.3511 -5.2166 1.5310
O: 1.7422 -3.9380 1.4775
O: 4.1296 -4.6968 3.2941
H: 3.1238 -6.3903 3.1314
H: 2.1660 -5.0536 3.7019
H: 1.5885 -5.9953 1.5187
H: 3.1119 -5.3920 0.7704
H: 2.2583 -3.3232 0.9511
H: 4.2527 -5.1205 4.1467
C: 1.9923 0.0330 -3.6258
C: 0.9273 0.6240 -4.6000
O: -0.1536 1.1925 -3.8560
O: 1.4177 -1.1727 -3.0141
H: 2.3161 0.7845 -2.9058
H: 2.9139 -0.2970 -4.1053
H: 0.4824 -0.2202 -5.1268
H: 1.3568 1.2506 -5.3817
H: -0.5556 0.5668 -3.2490
H: 0.5102 -1.0339 -2.7333
C: 2.6158 -1.6627 4.4080
C: 1.7988 -0.8197 3.3288
O: 2.5912 -0.0426 2.4266
O: 1.9096 -1.8950 5.6171
H: 3.5903 -1.1994 4.5622
H: 2.8671 -2.6318 3.9770
H: 1.1282 -0.1852 3.9083
H: 1.2035 -1.5509 2.7819
H: 3.0965 -0.6789 1.9154
H: 1.6781 -1.0532 6.0164
C: 4.6811 -2.4954 0.4525
C: 3.7638 -1.7897 -0.5585
O: 2.6492 -2.5762 -0.9154
O: 4.3032 -2.2877 1.8089
H: 5.6569 -2.0235 0.3374
H: 5.0706 -3.5028 0.3057
H: 4.3946 -1.7143 -1.4442
H: 3.5297 -0.7693 -0.2550
H: 2.3016 -1.9732 -1.5765
H: 4.2627 -3.1721 2.1800
C: -0.4350 -0.5118 -0.2036
C: 0.2087 0.8702 -0.2096
O: 0.5084 1.2784 1.1266
O: -0.8376 -0.8511 -1.5585
H: -1.3438 -0.4879 0.3977
H: 0.2930 -1.2103 0.2089
H: -0.4136 1.6356 -0.6733
H: 1.0429 0.7993 -0.9076
H: 1.3991 1.0227 1.3777
H: -1.7152 -0.4801 -1.6763
C: -3.3468 1.8588 -2.6516
C: -4.6301 1.9927 -3.3585
O: -5.6633 1.9802 -2.3949
O: -3.0433 0.6208 -2.0997
H: -3.3524 2.6546 -1.9068
H: -2.7599 2.3012 -3.4566
H: -4.6855 1.2131 -4.1182
H: -4.7289 2.8904 -3.9688
H: -6.4682 1.7488 -2.8641
H: -3.8004 0.4752 -1.5276
C: -1.1111 1.9715 4.0005
C: -1.5856 3.1761 3.1596
O: -2.7011 3.7215 3.8970
O: -0.6994 2.4153 5.2850
H: -0.3629 1.2968 3.5845
H: -1.9535 1.3116 4.2079
H: -1.9948 2.7756 2.2321
H: -0.8264 3.9372 2.9796
H: -3.0309 4.4484 3.3636
H: -1.4599 2.9550 5.5130
C: 3.2840 3.1424 -1.3356
C: 4.6174 2.3902 -1.1427
O: 4.6528 1.1985 -2.0021
O: 3.4415 3.7493 -2.5517
H: 3.2417 3.9224 -0.5753
H: 2.3652 2.5562 -1.3548
H: 4.7247 2.1357 -0.0883
H: 5.4388 3.0783 -1.3423
H: 5.4613 0.7217 -1.8003
H: 3.4894 3.0375 -3.1940
C: -0.7155 -4.7257 -2.8324
C: -0.5878 -4.4130 -1.3379
O: -1.9199 -4.1745 -0.8587
O: -1.2657 -5.9950 -3.1924
H: 0.2093 -4.5314 -3.3756
H: -1.2938 -3.8938 -3.2344
H: -0.1370 -3.4215 -1.2965
H: 0.0157 -5.1755 -0.8454
H: -2.1521 -5.0446 -0.5261
H: -0.6623 -6.7216 -3.0202


Q:
Computed, not measured: a cluster of 13 separate species, C26H78O26 in total, with the ωB97M-V functional and the def2-TZVPD basis.

orbital gap	9.72	eV
HOMO	-9.4	eV

Atoms and positions in Å:
C: 16.2631 15.5860 16.0370
C: 16.9256 14.6283 17.0694
O: 18.0170 13.9495 16.3796
O: 15.5513 14.9222 15.0319
H: 17.0260 16.1702 15.5224
H: 15.6328 16.3249 16.5317
H: 16.1816 13.9366 17.4644
H: 17.3401 15.1637 17.9236
H: 18.7773 14.5311 16.4524
H: 16.0940 14.1610 14.8135
C: 18.4772 16.6403 11.7624
C: 18.5134 15.1020 11.7670
O: 19.3747 14.7202 10.7316
O: 19.6740 17.0769 12.3832
H: 17.5849 17.0144 12.2642
H: 18.3586 16.9842 10.7349
H: 17.5110 14.7421 11.5351
H: 18.9001 14.7830 12.7350
H: 20.2104 14.5400 11.1683
H: 19.6420 16.7504 13.2853
C: 16.6507 21.0070 15.2919
C: 17.5955 22.0701 15.9171
O: 17.8122 21.5797 17.2307
O: 15.3497 20.9740 15.8612
H: 17.0829 20.0070 15.3265
H: 16.5059 21.3012 14.2524
H: 17.2983 23.1187 15.9032
H: 18.5561 22.0712 15.4021
H: 17.0677 21.1185 17.6239
H: 14.7672 20.5526 15.2251
C: 13.7405 19.0746 10.6398
C: 12.8024 19.2255 11.8548
O: 13.2453 18.6026 13.0713
O: 14.1594 17.7682 10.3958
H: 14.6002 19.7404 10.7156
H: 13.1163 19.4422 9.8253
H: 11.8302 18.7871 11.6296
H: 12.6055 20.2490 12.1740
H: 13.4723 17.6807 12.9291
H: 13.3675 17.2580 10.2110
C: 24.4666 12.6104 16.1373
C: 23.2913 11.7132 15.7376
O: 22.7597 11.9910 14.4464
O: 24.1496 13.9981 16.2538
H: 25.2516 12.4654 15.3952
H: 24.8431 12.2929 17.1097
H: 22.5160 11.9740 16.4580
H: 23.5187 10.6648 15.9309
H: 21.9048 11.5599 14.3754
H: 24.4989 14.3059 17.0933
C: 15.7982 10.6389 10.3023
C: 15.3925 9.1727 10.0732
O: 13.9853 8.9361 10.2328
O: 15.4735 10.9828 11.6678
H: 15.1827 11.2533 9.6452
H: 16.8834 10.7396 10.2897
H: 15.9948 8.5719 10.7547
H: 15.6319 8.7753 9.0869
H: 13.6019 8.2614 9.6677
H: 14.5335 10.8250 11.7821
C: 21.9254 12.4082 20.8720
C: 20.7978 13.4090 20.4546
O: 20.5170 14.5000 21.3409
O: 23.1946 13.0866 20.8346
H: 21.9592 11.4928 20.2812
H: 21.7600 12.0090 21.8727
H: 19.9460 12.7772 20.2030
H: 21.0890 13.8176 19.4869
H: 21.3748 14.8352 21.6118
H: 23.8782 12.5208 21.2011
C: 17.5972 8.9181 15.8674
C: 18.4895 8.9209 14.5879
O: 18.7133 10.1833 14.0903
O: 18.1899 9.8326 16.7957
H: 17.6788 7.8834 16.2005
H: 16.5793 9.1453 15.5508
H: 17.8406 8.3546 13.9198
H: 19.4637 8.4641 14.7626
H: 17.8880 10.5055 13.7205
H: 18.1134 10.6908 16.3722
C: 16.2447 16.1755 25.0359
C: 16.0840 15.5410 23.6286
O: 16.7741 16.1958 22.5817
O: 17.5167 15.9964 25.6907
H: 15.4098 15.7839 25.6170
H: 15.9990 17.2372 25.0177
H: 15.0489 15.4704 23.2944
H: 16.4104 14.5070 23.7401
H: 17.6460 15.8005 22.5096
H: 17.6012 15.0623 25.8953
C: 11.8352 15.1656 19.7490
C: 11.3105 16.1515 20.8107
O: 10.1485 15.6128 21.4572
O: 12.4520 14.0112 20.3360
H: 12.6111 15.5501 19.0870
H: 10.9462 14.8574 19.1988
H: 11.0396 17.0892 20.3255
H: 12.1054 16.3118 21.5391
H: 10.4205 14.8588 21.9856
H: 12.0474 13.6261 21.1168
C: 11.6298 13.7277 10.9956
C: 11.4883 13.9378 9.4636
O: 11.4350 15.3422 9.1517
O: 11.6691 12.3297 11.3000
H: 10.7017 14.1405 11.3911
H: 12.4740 14.3121 11.3616
H: 10.6154 13.3927 9.1043
H: 12.3740 13.4722 9.0312
H: 11.0729 15.4767 8.2729
H: 11.0901 11.7737 10.7734
C: 21.7392 18.8292 16.9605
C: 21.4764 17.5066 17.5606
O: 21.0932 16.6872 16.4508
O: 21.6706 19.7840 17.9998
H: 20.9429 19.0656 16.2548
H: 22.7151 18.8928 16.4792
H: 20.7310 17.5371 18.3553
H: 22.3366 17.1225 18.1088
H: 21.9291 16.2398 16.3002
H: 20.7513 20.0522 18.0669
C: 13.8410 21.3381 19.7006
C: 14.5583 20.1790 20.3949
O: 15.3118 19.3268 19.5911
O: 12.8755 20.9095 18.7998
H: 14.5028 22.0483 19.2049
H: 13.4124 22.0057 20.4480
H: 13.8452 19.6690 21.0426
H: 15.2738 20.6068 21.0971
H: 15.6223 18.5801 20.1083
H: 13.4313 20.8169 18.0226


Stability comparison, relative energies in eV: P 0.000; Q 2.451